1.
Below is C23H28FN3O2 in the gas phase, with properties calculated with ωB97M-V/def2-TZVPD.

Its frontier orbital gap is 8.95 eV. The total energy is -1307.89677 hartree. The HOMO energy is -0.301 Ha. The calculation puts the energy relative to the best compared isomer or geometry (same formula, charge and spin) at 3.3 kcal/mol.

CARTESIAN COORDINATES (ANGSTROEM)
C1 -2.09 7.39 -2.83
C2 -1.39 6.13 -2.43
C3 -0.01 6.09 -2.29
C4 0.63 4.92 -1.95
C5 -0.09 3.76 -1.71
C6 -1.48 3.79 -1.86
C7 -2.11 4.96 -2.22
H1 -3.19 4.97 -2.33
H2 -2.07 2.89 -1.72
C8 0.65 2.52 -1.35
O1 1.79 2.30 -1.74
N1 0.00 1.68 -0.52
H3 -0.98 1.83 -0.31
C9 0.48 0.36 -0.21
C10 -0.62 -0.63 -0.58
O2 -1.79 -0.28 -0.53
N2 -0.27 -1.87 -0.96
C11 1.09 -2.38 -1.04
H4 1.72 -1.84 -0.33
C12 1.08 -3.88 -0.66
N3 -0.02 -4.16 0.24
C13 0.06 -3.65 1.54
C14 1.14 -3.98 2.36
C15 1.26 -3.54 3.66
C16 0.25 -2.76 4.21
C17 -0.84 -2.43 3.43
C18 -0.93 -2.85 2.12
H5 -1.78 -2.54 1.54
H6 -1.63 -1.82 3.84
H7 0.33 -2.42 5.23
H8 2.12 -3.83 4.23
F1 2.14 -4.77 1.88
C19 -1.27 -4.07 -0.49
H9 -1.34 -4.96 -1.12
C20 -1.29 -2.81 -1.38
H10 -2.25 -2.29 -1.32
H11 -1.10 -3.08 -2.43
H12 -2.10 -4.08 0.21
H13 0.94 -4.51 -1.55
H14 2.03 -4.16 -0.21
H15 1.49 -2.25 -2.05
H16 1.37 0.21 -0.83
C21 0.85 0.22 1.29
C22 2.17 0.93 1.57
H17 2.41 0.88 2.63
H18 2.11 1.97 1.27
H19 2.98 0.47 1.01
C23 -0.26 0.78 2.17
H20 -0.07 0.53 3.21
H21 -0.30 1.87 2.09
H22 -1.22 0.37 1.89
H23 0.96 -0.85 1.52
H24 1.71 4.88 -1.85
H25 0.57 6.99 -2.46
H26 -3.08 7.44 -2.40
H27 -1.52 8.27 -2.52
H28 -2.19 7.43 -3.92

2.
Below is a molecular structure, C33H29N6OPPd at a distorted geometry, with properties calculated with ωB97M-V/def2-TZVPD.

Its frontier orbital gap is 7.33 eV. The total energy is -2147.94230 hartree. The HOMO energy is -0.263 Ha. The calculation puts the energy relative to the best compared isomer or geometry (same formula, charge and spin) at 20.7 kcal/mol.

CARTESIAN COORDINATES (ANGSTROEM)
Pd1 0.42 -0.40 -0.04
O1 -2.25 -3.11 1.30
C1 -1.43 -2.20 1.14
N1 -0.99 -1.73 -0.03
C2 -1.43 -2.25 -1.30
C3 -0.87 -1.40 -2.40
C4 -1.26 -1.53 -3.72
C5 -0.66 -0.75 -4.71
C6 0.31 0.19 -4.31
C7 0.64 0.29 -2.99
N2 0.09 -0.50 -2.03
C8 -0.79 -1.47 2.26
C9 -1.22 -1.60 3.58
C10 -0.60 -0.88 4.58
C11 0.44 0.00 4.22
C12 0.79 0.12 2.90
N3 0.22 -0.60 1.92
H1 -2.53 -2.27 -1.34
H2 -1.11 -3.29 -1.43
H3 -2.02 -2.25 -3.97
H4 -0.93 -0.86 -5.74
H5 0.79 0.82 -5.04
H6 1.38 1.01 -2.64
H7 -2.04 -2.27 3.77
H8 -0.89 -0.99 5.61
H9 0.95 0.58 4.97
H10 1.57 0.81 2.59
N4 1.88 0.90 0.04
P1 3.36 0.42 0.03
C13 3.98 -0.48 1.50
C14 5.20 -0.16 2.10
C15 5.66 -0.93 3.16
C16 4.90 -1.99 3.64
C17 3.69 -2.31 3.03
C18 3.24 -1.56 1.96
C19 4.05 -0.72 -1.26
C20 5.43 -0.87 -1.40
C21 5.94 -1.69 -2.38
C22 5.09 -2.34 -3.26
C23 3.72 -2.22 -3.10
C24 3.20 -1.44 -2.08
C25 4.31 1.96 -0.09
C26 4.85 2.41 -1.29
C27 5.28 3.72 -1.40
C28 5.15 4.59 -0.33
C29 4.58 4.15 0.86
C30 4.15 2.84 0.97
H11 5.78 0.67 1.75
H12 6.62 -0.71 3.61
H13 5.25 -2.57 4.48
H14 3.11 -3.14 3.40
H15 2.31 -1.81 1.44
H16 6.10 -0.35 -0.72
H17 7.01 -1.82 -2.48
H18 5.49 -2.95 -4.05
H19 3.05 -2.74 -3.78
H20 2.13 -1.40 -1.90
H21 4.94 1.73 -2.12
H22 5.70 4.07 -2.33
H23 5.49 5.61 -0.41
H24 4.46 4.83 1.69
H25 3.69 2.48 1.88
N5 -0.77 2.90 0.16
C31 -1.77 3.80 0.13
C32 -2.93 3.09 -0.07
C33 -2.52 1.75 -0.14
N6 -1.22 1.65 0.01
H26 0.22 3.04 0.28
H27 -1.60 4.85 0.24
H28 -3.93 3.47 -0.15
H29 -3.12 0.87 -0.28

3.
Below is 2 unconnected molecules or ions with the total composition C3H7N3O, with properties calculated with ωB97M-V/def2-TZVPD.

Its frontier orbital gap is 9.68 eV. The total energy is -357.95570 hartree. The HOMO energy is -0.318 Ha. The calculation puts the energy relative to the best compared isomer or geometry (same formula, charge and spin) at 59.1 kcal/mol.

CARTESIAN COORDINATES (ANGSTROEM)
C1 1.88 0.93 -0.57
N1 1.83 -0.50 -0.78
C2 1.19 -1.34 -0.19
N2 0.51 -2.28 0.25
C3 -1.36 0.27 0.25
O1 -1.92 -0.90 0.50
N3 -2.32 1.20 0.28
H1 2.60 1.17 0.22
H2 0.89 1.29 -0.29
H3 2.22 1.41 -1.49
H4 -1.20 -1.57 0.45
H5 0.95 -2.82 0.99
H6 -2.08 2.16 0.09
H7 -3.29 0.98 0.46

4.
Below is 12 unconnected molecules or ions with the total composition H24O12 at a distorted geometry, with properties calculated with ωB97M-V/def2-TZVPD.

Its frontier orbital gap is 10.83 eV. The total energy is -917.17826 hartree. The HOMO energy is -0.411 Ha. The calculation puts the energy relative to the best compared isomer or geometry (same formula, charge and spin) at 92.3 kcal/mol.

CARTESIAN COORDINATES (ANGSTROEM)
H1 -0.41 -0.47 -0.30
H2 0.99 -0.41 -0.97
H3 4.62 -1.03 -2.83
H4 4.08 0.07 -1.80
H5 -3.74 -3.73 0.13
H6 -2.63 -3.32 -0.99
H7 2.83 -0.21 3.82
H8 2.56 -1.70 3.79
H9 0.09 1.51 1.77
H10 0.61 2.83 2.45
H11 0.28 3.75 -0.42
H12 0.03 5.22 -0.56
H13 -5.05 1.73 1.11
H14 -3.51 2.03 0.79
H15 -4.16 0.01 -2.08
H16 -4.95 0.09 -3.38
H17 -2.48 -2.12 1.69
H18 -2.54 -2.68 3.23
H19 1.15 1.37 -3.08
H20 -0.04 2.22 -2.83
H21 3.14 1.07 0.16
H22 1.83 0.67 0.78
H23 4.12 -3.47 0.04
H24 3.87 -2.25 -0.78
O1 0.42 -0.95 -0.37
O2 4.89 -0.42 -2.15
O3 -3.52 -3.79 -0.78
O4 2.16 -0.89 3.68
O5 0.20 1.94 2.62
O6 0.32 4.51 0.03
O7 -4.21 1.40 0.63
O8 -4.94 -0.29 -2.55
O9 -2.57 -1.91 2.66
O10 0.25 1.38 -2.64
O11 2.19 1.05 -0.02
O12 4.11 -3.21 -0.81

5.
Below is 9 unconnected molecules or ions with the total composition H18O9 at a distorted geometry, with properties calculated with ωB97M-V/def2-TZVPD.

Its frontier orbital gap is 11.12 eV. The total energy is -687.95053 hartree. The HOMO energy is -0.407 Ha. The calculation puts the energy relative to the best compared isomer or geometry (same formula, charge and spin) at 47.2 kcal/mol.

CARTESIAN COORDINATES (ANGSTROEM)
O1 -3.51 -0.06 0.13
H1 -3.65 0.88 0.00
H2 -2.74 -0.26 -0.40
O2 2.08 -1.35 0.36
H3 2.20 -2.11 0.93
H4 2.74 -1.45 -0.32
O3 -0.54 0.28 2.47
H5 -0.33 1.12 2.88
H6 -1.47 0.14 2.68
O4 -1.53 0.45 -2.56
H7 -1.02 0.60 -1.77
H8 -1.30 1.18 -3.14
O5 -1.41 -2.28 -0.53
H9 -1.27 -2.63 0.35
H10 -0.92 -1.46 -0.55
O6 -0.02 0.27 -0.16
H11 -0.28 0.63 0.69
H12 0.69 -0.35 0.05
O7 -1.12 3.98 0.86
H13 -1.51 3.24 0.39
H14 -0.70 4.50 0.17
O8 2.36 -2.77 -2.04
H15 2.08 -3.34 -2.76
H16 1.58 -2.66 -1.50
O9 3.36 1.29 0.93
H17 3.27 1.71 1.79
H18 2.96 0.43 1.05